Entry 1:
Formula: C40H78O12S6Si2
Source: the OMol25 dataset
Level of theory: ωB97M-V/def2-TZVPD

Output
Net charge = 0
Max |F| = 5.075 eV/Å
HOMO = -8.41 eV

Element x y z (Å)
H: 3.683587 12.311942 -0.018409
H: -5.570558 -11.004259 -2.727911
C: -0.361354 4.848552 0.149260
H: 2.002143 10.329026 -0.589463
S: 3.392488 8.767366 0.562404
H: -2.116850 6.374068 0.031503
S: 9.843490 -0.076066 1.074307
H: -5.765026 -9.087826 -4.241780
H: 8.582391 -2.091393 1.290461
C: -1.468687 -1.533993 -4.194296
H: 3.339498 4.099910 -0.253322
S: -0.170138 -5.937572 4.191031
H: 1.414229 4.951243 2.263856
H: 1.457649 -5.074445 2.717762
S: -6.206830 -7.685382 -1.476385
H: 5.604552 8.849342 1.447877
H: -3.250731 -5.543757 1.634494
H: -6.072072 -4.444748 1.391727
C: 0.188464 -4.886096 5.590124
H: 8.837535 1.971121 1.703082
H: 6.402036 -0.876359 0.365768
C: -3.930206 -1.162243 -5.129327
H: -3.797587 4.609599 0.689793
H: -7.389324 -9.775584 -4.146444
C: 1.551430 1.705002 -1.602822
C: -3.537902 3.760749 -0.076509
H: 7.570224 0.905568 -0.843532
H: -0.260024 3.764287 -0.310049
C: 0.654340 2.228317 2.189158
C: -4.300399 -2.683853 0.212528
C: -7.111351 -7.949872 -2.994128
C: 8.919945 1.420934 0.761714
H: 1.938922 -3.767711 4.999127
O: -3.427848 -2.309527 2.669687
H: 0.801703 6.804301 0.339146
H: 2.720866 6.124784 1.578351
H: -2.282724 2.779769 1.643344
H: -0.954463 -1.857142 -3.287581
H: -4.324374 -9.010483 -1.991815
H: -0.814585 -0.889855 -4.789513
O: -1.893929 -3.413915 0.975665
H: -0.106243 2.302474 1.301075
H: -0.715699 4.736638 1.278544
C: 2.241018 -1.436791 -1.603639
H: -3.289593 4.866577 -2.074937
C: 0.419533 -4.811608 2.941989
H: 9.449218 2.026383 0.021564
C: -2.583333 4.412834 -1.245383
C: 7.260197 -0.397915 0.846681
H: -5.736047 -3.828004 -0.955410
C: 4.698376 9.447123 1.574454
H: -0.192741 -4.897084 2.042657
H: -2.479528 -3.432950 -4.374492
C: 3.570277 11.374349 0.533595
C: -3.983912 -4.759983 1.843811
C: -4.853918 -3.993090 -0.329933
H: -8.176163 -7.997843 -2.750110
H: 0.912067 -2.695033 3.050470
O: 10.900855 -0.198244 0.090689
H: 5.664477 10.908522 0.311470
H: -4.276842 -0.303137 -5.709241
Si: -4.196031 1.152414 1.277426
C: -1.586717 5.592131 -0.688132
C: 8.533362 -1.207764 0.651887
H: -0.756253 -4.649871 6.087495
O: 0.703273 -7.093561 4.227009
H: -5.393228 -5.882809 0.622576
H: -3.479580 -0.123218 1.499731
C: 1.062775 5.670434 0.080953
C: 1.588162 -0.754084 -2.969728
C: -5.291911 -9.213892 -1.523260
H: -4.095156 -4.497699 -0.939925
C: 7.549765 0.978839 0.250611
C: 2.061393 5.172528 1.314259
O: -5.283434 -6.583109 -1.657456
H: 6.775891 1.705764 0.516307
O: 10.093609 -0.174397 2.496947
H: 1.276438 2.865992 -1.619182
O: 3.950753 7.772625 -0.331623
H: -4.786108 -1.701006 -4.713590
C: -6.608493 -9.274333 -3.565973
H: 8.662349 -1.492618 -0.396573
H: 3.090707 0.325410 2.956037
H: -5.146895 -9.593879 -0.510559
H: -5.095037 -2.070702 0.648010
C: 0.850883 -3.631584 5.023141
H: 3.645781 10.203317 -1.292074
C: 2.548482 -0.572799 -0.213577
H: 0.643283 -2.758193 5.649230
C: -2.876209 2.454200 0.665952
H: 3.550854 2.064176 3.627218
H: -7.006606 -10.490181 -1.825278
H: -1.130613 6.123646 -1.650090
Si: 2.424043 2.190937 1.337332
H: -4.295640 -4.811396 2.890090
H: -4.719572 1.548771 2.600224
C: 3.076856 3.947574 0.877008
C: 2.182048 1.030999 -0.229467
H: -3.747797 -2.109391 -0.532863
C: -2.001290 -2.691534 -5.025669
H: 0.851163 -5.413810 6.280678
H: -0.712399 -3.106134 3.627846
H: 4.371771 9.412465 2.617429
O: -2.632216 0.816438 -3.947779
H: -6.923183 -7.118873 -3.678637
H: -2.118105 1.870951 -0.009288
C: 3.590871 1.351822 2.676259
H: 0.811904 1.432318 -3.956879
H: 2.458498 -2.602913 -1.619249
H: 3.010750 -1.086329 0.748330
H: 7.038052 -0.298569 1.915897
O: -7.138121 -7.742033 -0.369307
C: -6.138812 -10.132006 -2.391921
H: 1.641109 5.544336 -0.929761
C: -3.041915 -2.082903 -5.964427
C: 4.902345 10.884903 1.099844
O: -1.607144 -6.056042 4.060215
O: 2.249131 8.494758 1.407716
H: 4.674200 1.161844 2.276471
H: 2.861346 11.546248 1.352317
H: 0.550056 3.082936 2.982159
H: 4.087658 4.135345 1.481353
H: 0.507971 1.139325 2.651120
C: -5.179214 -4.844894 0.896123
H: 5.254452 11.523806 1.915761
H: -3.634296 -2.854203 -6.466500
H: 1.344491 -1.370940 -3.960206
S: -2.920961 -0.592592 -3.769702
C: 1.246751 0.874690 -3.003030
H: -2.534451 -1.499715 -6.742443
H: -5.302335 0.964852 0.324633
S: -3.210091 -3.180269 1.531776
H: -1.200207 -3.192185 -5.577250
O: -3.466683 -1.121940 -2.537585
C: 3.067441 10.254109 -0.364718
C: 0.331001 -3.442166 3.598907
H: -4.534563 3.401985 -0.579706
H: -1.950931 3.556625 -1.783610

Cartesian forces (eV/Å) of the 6 atoms listed first:
H -0.047 -0.138 0.084
H -0.088 0.124 0.082
C -0.312 0.251 -0.410
H 0.112 -0.210 0.030
S 0.025 -0.247 -0.380
H 0.969 -1.631 -1.759



Entry 2:
Formula: C40H80O20S10
Source: the OMol25 dataset
Level of theory: ωB97M-V/def2-TZVPD

Output
Net charge = 0
Energy above the lowest of the compared OMol25 structures with the same formula, charge and spin = 156.2 kcal per mole
Max |F| = 6.114 eV/Å
HOMO = -10.01 eV

Element x y z (Å)
H: 16.175650 -4.536640 -8.991200
H: 16.928690 -14.605000 -10.238390
H: 15.109380 -5.404870 -11.171870
H: 19.578660 -11.200090 -5.427880
O: 17.302150 -11.767590 -9.700920
H: 26.000410 -15.852620 -5.962450
H: 23.933770 -13.825540 -7.239660
C: 25.720760 -4.515200 -11.700620
H: 22.280230 -5.584470 -4.376930
H: 23.159430 -14.304610 -4.299840
H: 19.255890 -11.843690 -1.268300
S: 23.274510 -7.547240 -5.383090
O: 19.053900 -17.999330 -7.473880
O: 18.118630 -10.905140 -7.430470
H: 19.894980 -8.507120 -6.188360
H: 15.485620 -6.806390 -9.275270
H: 24.432900 -4.670090 -10.091430
H: 23.827890 -16.681350 -4.672950
H: 22.567620 -19.435250 -8.618450
C: 20.294700 -13.104210 -2.717980
O: 19.114970 -9.838120 -3.301040
H: 25.789940 -3.465120 -11.416650
H: 28.678000 -12.565440 -11.891050
C: 21.331700 -10.775580 -8.787210
H: 21.493960 -18.026930 -9.978990
S: 21.368520 -12.496740 -9.588590
C: 15.638430 -10.086710 -8.295630
H: 26.170160 -15.721170 -11.088380
C: 24.578530 -5.249650 -11.003030
H: 25.563020 -14.463160 -9.268470
S: 17.192790 -14.846650 -12.654600
C: 22.015770 -17.392550 -9.262490
S: 25.549220 -13.618110 -5.578750
H: 16.637690 -5.884220 -11.806540
C: 20.802450 -7.905630 -6.241280
H: 26.401630 -5.977070 -9.277370
H: 20.442690 -9.680270 -11.914570
H: 20.055200 -16.149920 -8.965190
O: 20.236850 -13.381810 -9.250600
C: 27.678720 -12.883450 -11.593750
H: 19.958530 -14.133350 -2.844290
O: 26.479600 -13.365820 -6.686800
H: 22.180740 -10.665830 -8.112550
H: 18.566870 -16.943020 -11.023670
C: 22.610010 -18.456110 -8.141390
H: 24.112670 -16.369490 -6.384490
H: 18.085730 -12.940910 -2.183260
H: 28.161170 -14.472110 -10.140950
H: 15.164390 -10.041620 -9.276110
H: 15.242460 -11.815660 -5.540230
S: 27.367720 -5.264950 -11.246690
O: 23.903370 -7.817180 -4.083520
C: 25.451290 -15.421850 -5.125180
C: 24.029050 -15.899030 -5.404800
C: 20.962890 -16.510520 -8.481290
O: 20.409840 -16.626710 -5.792930
H: 17.186880 -17.114360 -13.447260
H: 16.692710 -3.513980 -10.283070
H: 23.595730 -18.189900 -7.759840
H: 22.147360 -10.127910 -11.815090
C: 22.191380 -6.112640 -5.326260
O: 24.003990 -7.606210 -6.608630
C: 20.702080 -6.547670 -5.553060
H: 15.176580 -12.837260 -8.310520
H: 27.880610 -13.000610 -9.260990
O: 17.102690 -11.318900 -3.745200
C: 16.134020 -5.627960 -10.874470
H: 21.586550 -12.424680 -12.004840
C: 21.139050 -9.713800 -9.825800
H: 22.323460 -9.275610 -6.554610
H: 25.793760 -4.311230 -12.768870
H: 20.171130 -5.772070 -6.105000
H: 25.198710 -7.176100 -11.652420
H: 21.709860 -9.262030 -4.695760
O: 25.511570 -12.795750 -4.365750
C: 14.657050 -10.370030 -7.255220
H: 22.782430 -16.859060 -9.824370
H: 16.421900 -13.464920 -7.183810
C: 20.780350 -12.610720 -4.080260
H: 25.856660 -15.558460 -4.122630
H: 15.988090 -7.784850 -10.585530
H: 23.470740 -12.572910 -6.119910
C: 20.976590 -11.785640 -11.366330
C: 27.548300 -13.570810 -10.128480
C: 16.766740 -4.534370 -9.907010
H: 27.183790 -7.343220 -10.334500
C: 21.169990 -10.266480 -11.352880
H: 18.908470 -12.838550 -5.209920
H: 14.118730 -12.423720 -6.589190
H: 21.111140 -19.605880 -6.907430
H: 15.564650 -17.173360 -10.916790
S: 17.053680 -11.319980 -8.335110
H: 18.770120 -4.575610 -8.681930
H: 19.897770 -11.941220 -11.373140
O: 18.954680 -7.351750 -10.449360
O: 27.976520 -5.789200 -12.535460
C: 19.556740 -12.075590 -4.778950
H: 21.570490 -11.874210 -3.934200
H: 22.144140 -18.337200 -6.065530
C: 21.631510 -18.650500 -6.975010
H: 18.598800 -14.644940 -10.725500
C: 16.256620 -6.878790 -10.042360
C: 26.009370 -13.899800 -10.087920
S: 20.344920 -17.421470 -6.966180
O: 18.272400 -7.226600 -8.019200
H: 20.020230 -6.662500 -4.710450
H: 17.597240 -16.908280 -9.449050
C: 23.194080 -14.670070 -5.326160
C: 16.504810 -16.554200 -12.807650
C: 23.877870 -13.582320 -6.178610
H: 24.294380 -7.244530 -10.112350
H: 21.143340 -13.497230 -4.600290
O: 18.368500 -14.724850 -13.459780
C: 19.010300 -12.363720 -2.194240
H: 22.598690 -5.422510 -6.065130
H: 13.685900 -10.316810 -7.747310
H: 22.235380 -14.816130 -5.823820
C: 25.826040 -14.727860 -11.376470
H: 20.144760 -9.299690 -9.658450
C: 21.919220 -8.800480 -5.660770
C: 25.054350 -6.706800 -10.679270
S: 18.534520 -11.143830 -3.533670
O: 26.177360 -13.316420 -13.836250
H: 20.873440 -7.678210 -7.304920
C: 15.893530 -12.577300 -7.531740
H: 14.719530 -9.592070 -6.494310
C: 14.986310 -11.763930 -6.598440
H: 21.779180 -8.834200 -9.757730
O: 28.085430 -4.322300 -10.438180
H: 21.410220 -15.643490 -7.995220
C: 17.656080 -16.643970 -10.504880
H: 20.548860 -10.775550 -8.028750
H: 18.749340 -4.729570 -10.439730
C: 17.649240 -15.169850 -10.829880
H: 16.133920 -9.117450 -8.239630
H: 24.801180 -14.904360 -11.703000
H: 21.125630 -13.254850 -2.028810
S: 18.037680 -6.810570 -9.437820
H: 15.534290 -16.505830 -13.301480
O: 22.738690 -13.042750 -9.416260
H: 16.629490 -18.422910 -11.499800
O: 27.844980 -15.162430 -13.081560
C: 26.485160 -6.514120 -10.222200
S: 26.932560 -14.067670 -12.734950
H: 23.665400 -5.312710 -11.594910
H: 25.402970 -12.997140 -10.162560
C: 18.215200 -4.986970 -9.525110
O: 16.180850 -13.764550 -12.736540
C: 16.521560 -17.341930 -11.410750
H: 26.995840 -12.034030 -11.609580

Cartesian forces (eV/Å) of the 6 atoms listed first:
H -0.329 -0.069 -0.021
H -0.183 0.104 -0.187
H -0.053 0.044 0.422
H 0.934 -0.523 -0.899
O 0.428 0.779 1.009
H 1.034 -0.164 0.787